Entry 1:
Below is a molecular structure, C8H24AlB3O4, with properties calculated with the ωB97M-V functional and the def2-TZVPD basis.

The total charge is 0. As for the lowest unoccupied orbital energy: -5.32 eV. As for the spin multiplicity: 1. The HOMO-LUMO gap comes out at 3.603 eV. The value obtained for the total energy is -25488.599 eV.

Each line ends with the Löwdin charge.
CARTESIAN COORDINATES (ANGSTROEM)
Al1 1.4133 -1.1431 0.7841  1.189
B1 4.2792 -2.2593 -0.0247  -0.232
H1 3.9787 -3.3540 -0.1217  0.018
H2 3.6551 -1.6161 -0.7271  -0.040
H3 4.1127 -1.7656 1.0329  0.046
H4 5.3817 -2.1776 -0.3143  0.054
B2 3.3074 -3.4702 2.5824  -0.280
H5 2.9063 -3.4668 1.5212  -0.106
H6 3.8845 -4.4179 2.8175  -0.014
H7 3.9622 -2.5068 2.6119  0.033
H8 2.4927 -3.3265 3.3849  0.060
B3 0.7784 1.6941 0.4595  -0.464
H9 0.0773 0.8739 0.0579  -0.087
H10 1.1188 1.3673 1.5113  -0.059
H11 1.6629 1.7472 -0.2539  -0.041
H12 0.1476 2.6287 0.6249  -0.015
O1 1.1112 -0.3918 -2.0646  0.041
C1 0.6243 0.3272 -2.8997  -0.427
O2 0.3386 -0.0943 -4.1636  0.035
C2 -0.2329 0.9258 -4.9341  -0.201
C3 -0.5359 2.0458 -4.0130  -0.159
C4 0.3415 1.8220 -2.7766  -0.068
H13 -1.0245 0.5619 -5.5875  0.131
H14 0.6152 1.1963 -5.5774  0.131
H15 -1.5659 1.8913 -3.6774  0.120
H16 -0.4768 3.0306 -4.4716  0.120
H17 -0.1432 2.0671 -1.8352  0.087
H18 1.2465 2.4301 -2.7609  0.136
O3 -1.4557 -0.7727 1.4257  0.031
C5 -2.3776 -0.1549 1.8870  -0.432
O4 -2.2309 0.8478 2.7923  0.030
C6 -3.4410 1.3754 3.3434  -0.138
C7 -4.4899 0.5358 2.6148  -0.170
C8 -3.8636 -0.2919 1.5013  -0.049
H19 -3.4201 2.4518 3.1550  0.123
H20 -3.4823 1.4001 4.4331  0.123
H21 -5.3473 1.1300 2.2939  0.113
H22 -4.9646 -0.1057 3.3610  0.111
H23 -4.0136 0.2164 0.5481  0.127
H24 -4.3702 -1.2515 1.4592  0.123

Forces on the atoms, in the same order (eV/Å):
Al -0.632 1.929 -0.394
B -1.468 -1.473 -1.815
H -0.220 -1.951 -1.105
H -1.710 0.907 -0.578
H 0.043 2.257 3.488
H 2.379 -0.137 1.307
B 0.928 -1.770 -1.772
H -1.789 -1.064 -1.735
H 1.458 -1.241 -0.086
H 1.785 2.630 1.179
H -1.815 2.011 0.987
B 0.584 -0.970 0.028
H -1.391 -1.685 -0.881
H 0.933 -0.708 2.129
H 1.586 0.348 -1.137
H -1.092 1.583 0.240
O -0.239 -0.436 -0.435
C 0.764 0.555 0.295
O -0.191 -1.468 1.830
C 1.986 0.551 -1.800
C -1.448 0.683 1.137
C -0.369 -0.090 -0.608
H -0.174 -0.124 0.416
H -0.377 0.311 -0.439
H -0.120 0.347 -0.022
H 0.107 -0.064 0.000
H -0.099 -0.254 -0.034
H 0.277 -0.400 -0.196
O 0.120 0.066 0.358
C -0.639 -0.160 -0.179
O 1.215 -0.779 0.231
C 0.160 0.435 -1.277
C -2.249 0.385 1.181
C 0.148 1.502 0.929
H -0.263 -0.082 -0.746
H 0.293 -1.076 0.034
H 0.224 0.216 -0.267
H 0.233 -0.325 -0.044
H 0.246 -0.116 -0.130
H 0.817 -0.344 -0.088

Entry 2:
Below is a molecular structure, C8H24BF4O4RbS4, with properties calculated with the ωB97M-V functional and the def2-TZVPD basis.

The total charge is 0. As for the lowest unoccupied orbital energy: -0.20 eV. As for the spin multiplicity: 1. The HOMO-LUMO gap comes out at 8.171 eV. The value obtained for the total energy is -72422.959 eV.

Each line ends with the Löwdin charge.
CARTESIAN COORDINATES (ANGSTROEM)
Rb1 4.6932 -25.3184 -9.1218  1.045
B1 1.6674 -25.9022 -9.9695  -1.306
F1 1.7006 -25.1775 -11.1731  0.094
F2 2.0137 -25.0351 -8.9039  -0.006
F3 0.4063 -26.4568 -9.7477  0.116
F4 2.5965 -26.9800 -10.0677  0.022
C1 1.7237 -25.2127 -5.6938  -0.240
S1 2.6865 -26.7675 -5.7373  0.857
O1 3.8144 -26.4770 -6.6927  -0.653
C2 1.4225 -27.6712 -6.6862  -0.234
H1 0.7986 -25.2646 -5.1318  0.052
H2 1.5848 -24.9794 -6.7528  0.039
H3 2.4170 -24.4634 -5.3119  0.048
H4 0.4235 -27.4421 -6.3225  0.056
H5 1.5308 -28.7566 -6.6203  0.051
H6 1.5855 -27.4277 -7.7378  0.038
C3 6.1293 -20.4510 -8.2505  -0.252
S2 5.7495 -22.0723 -8.9772  0.790
O2 5.4263 -22.9995 -7.8606  -0.650
C4 4.1503 -21.5347 -9.6349  -0.243
H7 7.1501 -20.4230 -7.8679  0.050
H8 5.4875 -20.2793 -7.3839  0.065
H9 6.0001 -19.6344 -8.9596  0.057
H10 4.2670 -20.7864 -10.4296  0.061
H11 3.6482 -20.9409 -8.8665  0.063
H12 3.5136 -22.3255 -10.0234  0.057
C5 5.4574 -25.7180 -14.2006  -0.224
S3 6.6872 -25.4210 -12.8653  0.846
O3 5.9492 -25.5518 -11.5585  -0.686
C6 6.8094 -23.6213 -13.1357  -0.249
H13 4.7224 -24.9143 -14.1888  0.058
H14 5.0048 -26.6768 -13.9689  0.058
H15 5.9659 -25.7138 -15.1632  0.053
H16 7.0922 -23.4146 -14.1674  0.055
H17 7.4815 -23.1458 -12.4284  0.046
H18 5.7935 -23.2560 -12.9700  0.054
C7 8.5401 -25.1975 -8.6042  -0.275
S4 8.2073 -26.9128 -8.2469  0.844
O4 6.7261 -27.1389 -8.3103  -0.618
C8 8.8743 -27.5630 -9.7999  -0.245
H19 9.6212 -25.0746 -8.6929  0.056
H20 8.2153 -24.6458 -7.7187  0.054
H21 8.0503 -24.7698 -9.4799  0.049
H22 8.1373 -27.2744 -10.5551  0.041
H23 8.8003 -28.6504 -9.7435  0.052
H24 9.8910 -27.2607 -10.0276  0.055

Forces on the atoms, in the same order (eV/Å):
Rb -0.112 -0.769 0.167
B -0.585 -0.683 -0.775
F 0.137 0.125 0.170
F 0.021 0.057 0.029
F 0.010 0.243 0.137
F 0.123 0.467 0.290
C 0.966 -0.045 -0.671
S -0.329 0.245 -0.540
O -0.471 -0.192 0.589
C 0.279 -0.570 -0.163
H -0.015 -0.133 0.097
H -0.350 -0.025 0.127
H -0.136 -0.030 0.307
H 0.008 0.296 -0.136
H 0.378 0.113 0.311
H -0.285 0.350 0.117
C 0.240 0.152 0.483
S -0.483 0.754 -0.230
O 0.310 0.230 0.233
C -0.214 1.230 -0.247
H 0.056 -0.256 -0.231
H -0.240 -0.221 -0.167
H -0.019 -0.183 -0.190
H 0.456 -0.367 -0.145
H -0.147 -0.577 0.278
H 0.194 -0.316 0.268
C 0.476 0.449 0.530
S -0.622 0.429 0.115
O 0.531 0.082 -0.712
C -0.570 -0.302 -0.216
H -0.126 -0.138 0.167
H -0.043 -0.050 -0.099
H 0.093 -0.194 0.028
H 0.171 -0.026 0.037
H 0.177 -0.228 0.039
H 0.062 0.067 0.042
C 0.173 0.708 0.451
S -0.337 -0.381 -0.267
O 0.844 0.176 -0.075
C -0.918 -0.520 -0.104
H 0.002 -0.060 0.001
H -0.036 0.028 -0.079
H -0.162 -0.422 -0.126
H 0.266 0.279 -0.106
H 0.203 0.035 0.170
H 0.021 0.171 0.098

Entry 3:
Below is a molecular structure, C8H24Cl2FeO10P2, with properties calculated with the ωB97M-V functional and the def2-TZVPD basis.

The total charge is +1. As for the lowest unoccupied orbital energy (spin up / spin down): -2.36 / -4.36 eV. As for the spin multiplicity: 6. The HOMO-LUMO gap (spin up / spin down) comes out at 10.034 / 7.810 eV. The value obtained for the total energy is -107171.356 eV. Its expectation value of S² is 8.758.

Each line ends with the Löwdin charge.
CARTESIAN COORDINATES (ANGSTROEM)
Fe1 -1.5406 -0.5032 -0.7177  0.521
Cl1 -3.1112 -2.1805 -1.0321  0.035
Cl2 -0.4427 -0.4974 -2.8245  0.039
C1 3.2510 2.1967 -1.3102  -0.043
O1 2.1323 1.3711 -0.9083  -0.207
P1 0.8306 2.0044 -0.2919  0.401
O2 -0.2629 1.0084 -0.2279  -0.320
O3 1.2512 2.5704 1.1251  -0.178
C2 0.4986 3.5719 1.8086  -0.076
O4 0.4862 3.3044 -1.1326  -0.214
C3 0.0419 3.1672 -2.5044  -0.056
H1 4.1669 1.8143 -0.8682  0.096
H2 3.1075 3.2458 -1.0663  0.093
H3 3.3277 2.0527 -2.3881  0.101
H4 1.1344 4.4069 2.0970  0.099
H5 0.1191 3.1339 2.7333  0.095
H6 -0.3335 3.9716 1.2291  0.085
H7 -0.0372 2.1186 -2.8053  0.024
H8 0.7526 3.7126 -3.1158  0.100
H9 -0.9713 3.5603 -2.5786  0.091
C4 0.6455 -3.7940 3.3560  -0.058
O5 0.0974 -2.8093 2.4609  -0.190
P2 0.4905 -2.7619 0.9333  0.429
O6 -0.2877 -1.7294 0.2128  -0.333
O7 2.0705 -2.5727 0.9499  -0.188
C5 2.7490 -1.9594 -0.1653  -0.057
O8 0.2429 -4.2206 0.3808  -0.188
C6 0.2062 -4.4998 -1.0245  -0.063
H10 0.4503 -3.4953 4.3821  0.095
H11 1.7295 -3.8393 3.2240  0.093
H12 0.1802 -4.7566 3.1405  0.097
H13 2.0367 -1.7051 -0.9531  0.068
H14 3.4743 -2.6660 -0.5555  0.099
H15 3.2193 -1.0332 0.1513  0.086
H16 0.9055 -5.3231 -1.2080  0.098
H17 0.5987 -3.6881 -1.6346  0.082
H18 -0.7631 -4.8822 -1.3251  0.096
C7 -3.0532 1.3255 1.0124  -0.168
C8 -3.7989 1.3942 -0.3032  -0.135
O9 -2.8032 1.0422 -1.3324  -0.191
O10 -2.4583 0.0094 1.0999  -0.149
H19 -3.7592 1.4244 1.8389  0.144
H20 -2.2876 2.0980 1.0620  0.113
H21 -4.1975 2.3883 -0.4953  0.140
H22 -4.5793 0.6364 -0.3880  0.128
H23 -3.0328 1.6114 -2.0742  0.125
H24 -2.4765 -0.2235 2.0332  0.137

Forces on the atoms, in the same order (eV/Å):
Fe 0.677 -1.741 -1.832
Cl 0.630 0.850 0.110
Cl -0.536 -0.113 0.801
C 0.100 -0.315 -0.635
O -0.511 0.183 0.687
P 0.538 0.386 -0.106
O 0.200 0.455 0.389
O 0.103 -0.141 -1.071
C -0.476 0.316 0.807
O -0.009 -0.528 0.584
C -0.345 -0.394 -0.032
H -0.157 -0.019 0.286
H -0.047 -0.012 0.067
H 0.047 0.269 0.030
H 0.242 -0.140 -0.257
H -0.046 -0.057 -0.122
H 0.080 -0.159 -0.178
H 0.356 0.034 0.044
H -0.157 0.029 -0.149
H 0.191 0.387 0.020
C 0.465 -0.398 -0.049
O -0.028 0.303 -0.919
P 0.426 -1.192 0.764
O 0.375 0.266 0.193
O -0.965 0.392 -0.032
C -0.254 0.110 -0.515
O -0.237 0.788 0.594
C 1.024 -1.046 -0.615
H -0.252 0.175 -0.155
H -0.136 -0.127 -0.025
H 0.125 0.059 0.095
H 0.030 0.002 -0.011
H 0.105 -0.007 0.102
H 0.092 -0.108 0.217
H -0.048 0.046 0.275
H -0.573 0.317 0.036
H -0.264 0.582 0.086
C -0.769 -0.125 -0.030
C 0.616 -0.731 -0.158
O -1.249 1.164 0.727
O -0.515 1.157 0.370
H 0.044 0.197 -0.056
H 0.093 -0.064 0.041
H 0.054 0.020 0.047
H -0.068 0.121 0.272
H 0.622 -0.567 -0.531
H 0.402 -0.623 -0.167

Q: Which formula does entry 1 have?
A: C8H24AlB3O4